[1]
A 6-piece molecular cluster, CH13O5S overall. Source: OMol25; level of theory: the ωB97M-V functional and the def2-TZVPD basis.

charge: -1
relative energy (zero: lowest compared OMol25 entry of this formula, charge and spin): 257.5 kJ/mol

Last column: natural (NBO) charge in e.
Cartesian coordinates (Å):
C: 0.5425 -2.5174 -0.8861  -0.743
S: 1.5819 -1.1648 -1.4140  -0.709
H: 1.2088 -3.2683 -0.2064  0.156
H: -0.0449 -2.2280 -0.0067  0.154
H: -0.0063 -2.9648 -1.6683  0.188
H: 3.5447 1.7949 0.1448  0.461
H: 2.7270 1.0502 0.9474  0.474
O: 3.1030 1.8928 1.0234  -0.939
H: -1.2383 1.0562 -0.4600  0.451
H: 0.0233 0.8668 -1.0258  0.501
O: -0.5544 1.6595 -0.7920  -0.987
H: 0.3876 -1.5919 1.8429  0.482
H: 0.8896 -2.6213 2.8682  0.463
O: 0.2791 -1.7772 2.8278  -0.948
H: -2.9660 0.1434 2.3729  0.468
H: -3.3679 -1.1142 1.7654  0.460
O: -3.5697 -0.6544 2.5346  -0.928
H: -0.5859 4.4960 -3.8006  0.483
H: -0.8050 3.1251 -2.7119  0.531
O: -1.1492 3.8172 -3.3557  -1.018

[2]
A single CH7NOSi2 molecule. Source: OMol25; level of theory: the ωB97M-V functional and the def2-TZVPD basis.

SMILES string: O=NC([SiH3])[SiH3]
relative energy (zero: lowest compared OMol25 entry of this formula, charge and spin): 377.6 kJ/mol

Last column: natural (NBO) charge in e.
Cartesian coordinates (Å):
C: -0.2171 -0.4972 0.1019  -0.899
N: -0.3945 -0.7468 -1.2534  0.099
O: -1.1886 -1.6214 -1.5720  -0.311
Si: 1.6243 -0.5039 0.4795  0.842
Si: -1.1324 1.2963 0.1835  0.796
H: -0.7635 -1.2892 0.6393  0.257
H: 2.2165 -1.8092 1.1163  -0.137
H: 2.1489 -0.5943 -0.9972  -0.114
H: 1.9668 0.5444 1.4361  -0.153
H: -0.9972 2.2926 1.3014  -0.115
H: -0.7567 1.9736 -1.0489  -0.143
H: -2.5065 0.9551 -0.3864  -0.122

[3]
C12H26O10Zn as an isolated structure. Source: OMol25; level of theory: the ωB97M-V functional and the def2-TZVPD basis.

relative energy (zero: lowest compared OMol25 entry of this formula, charge and spin): 28.8 kJ/mol

Last column: natural (NBO) charge in e.
Cartesian coordinates (Å):
Zn: -0.2507 -0.2016 -0.1752  1.774
O: 1.0472 -0.5767 -1.5459  -1.382
H: 1.7796 -1.0077 -1.9724  0.463
O: -1.2371 0.1335 1.4275  -1.369
H: -1.9795 0.6062 1.7925  0.456
C: 0.7339 3.0391 2.3522  -0.263
O: 2.0665 2.8785 1.8855  -0.492
C: 2.2199 1.8037 1.1080  1.001
O: 1.3260 1.0613 0.8026  -0.671
O: 3.4864 1.7065 0.7523  -0.487
C: 3.7990 0.7044 -0.1855  -0.266
H: 0.6795 3.9954 2.8697  0.189
H: 0.4300 2.2511 3.0398  0.207
H: 0.0040 3.0444 1.5425  0.197
H: 4.8774 0.5648 -0.2132  0.190
H: 3.4662 0.9374 -1.1994  0.197
H: 3.3284 -0.2554 0.0335  0.209
C: -1.8761 -3.9544 -1.0095  -0.264
O: -2.9897 -3.1720 -1.4325  -0.483
C: -2.8173 -1.8651 -1.3875  1.020
O: -1.8118 -1.2917 -1.0714  -0.693
O: -3.9539 -1.2805 -1.7732  -0.490
C: -3.9953 0.1370 -1.6231  -0.269
H: -2.0048 -4.9343 -1.4590  0.192
H: -1.8624 -4.0070 0.0791  0.188
H: -0.9145 -3.5425 -1.3181  0.218
H: -5.0016 0.4417 -1.3411  0.189
H: -3.7829 0.6016 -2.5884  0.180
H: -3.2862 0.4733 -0.8714  0.229
C: 0.9113 2.7325 -2.0140  -0.755
C: -0.5516 2.5662 -1.7054  0.639
O: -0.9547 1.5633 -1.1614  -0.604
C: -1.4670 3.7034 -2.0365  -0.720
H: 1.3574 3.3532 -1.2342  0.232
H: 1.0896 3.1383 -3.0090  0.226
H: 1.3697 1.7375 -1.9922  0.288
H: -1.4164 3.9824 -3.0876  0.235
H: -1.2462 4.5552 -1.3920  0.239
H: -2.4974 3.4036 -1.8285  0.231
C: 2.2924 -2.2316 2.2039  -0.730
C: 0.8804 -2.6313 1.8412  0.632
O: 0.3202 -2.0941 0.9217  -0.570
C: 0.2357 -3.7389 2.6494  -0.715
H: 2.9458 -2.3718 1.3442  0.242
H: 2.7018 -2.7460 3.0720  0.213
H: 2.2926 -1.1644 2.4450  0.248
H: -0.4794 -4.2645 2.0168  0.227
H: -0.2540 -3.3084 3.5205  0.250
H: 0.9897 -4.4756 2.9270  0.217

[4]
A 11-piece molecular cluster, C47H124N8O17 overall. Source: OMol25; level of theory: the ωB97M-V functional and the def2-TZVPD basis.

SMILES string: COC[C@H](C)N.COC[C@H](C)N.COCCNCCOC.COCCNCCOC.COCCNCCOC.COCCNCCOC.COCCNCCOC.COCCNCCOC.CO.CO.CO
relative energy (zero: lowest compared OMol25 entry of this formula, charge and spin): 672.9 kJ/mol

Last column: Mulliken charge in e.
Cartesian coordinates (Å):
C: 0.9887 5.4432 1.6941  -1.143
C: 2.2683 4.6463 1.7305  0.525
C: 2.3711 3.9191 0.4161  1.050
O: 3.5896 3.2033 0.3468  -0.620
C: 3.4016 1.9615 0.9684  -0.320
N: 3.4891 5.4511 1.9159  -0.785
H: 1.0805 6.3118 1.0854  0.376
H: 0.7001 5.8065 2.7428  0.250
H: 0.2034 4.7784 1.3864  0.146
H: 2.2321 3.8834 2.5194  0.170
H: 2.4548 4.7147 -0.3195  0.197
H: 1.5051 3.2668 0.2921  -0.950
H: 2.3844 1.5324 0.7647  0.219
H: 3.4559 2.0901 2.0931  0.318
H: 4.2241 1.2960 0.7272  -0.021
H: 4.2847 4.9394 1.4929  0.326
H: 3.4152 6.3529 1.4243  0.304
C: -0.6853 2.3269 1.5670  -0.844
C: -1.2465 0.9723 1.6255  0.768
C: -0.3018 0.0309 0.9238  -1.065
O: 0.1790 0.6269 -0.2822  1.198
C: 0.7932 -0.3670 -1.0918  0.027
N: -1.3889 0.3808 2.9373  0.508
H: -1.3087 3.1043 2.0116  0.497
H: -0.5867 2.6572 0.5338  -0.123
H: 0.3380 2.3793 1.9543  -0.146
H: -2.2565 1.0145 1.1805  0.098
H: -0.7283 -0.9619 0.7520  -0.015
H: 0.5499 -0.0746 1.6138  0.506
H: 1.3357 -1.1655 -0.4997  -1.049
H: 1.5083 0.1633 -1.7330  0.444
H: 0.0111 -0.8544 -1.6981  -0.333
H: -0.5150 0.3700 3.4354  -0.089
H: -2.1133 0.8121 3.5635  -0.095
C: -2.5632 -7.5943 5.8247  -0.808
O: -2.2981 -6.2267 5.8121  -0.191
C: -2.4187 -5.5688 7.0048  -0.727
C: -2.4916 -4.0210 6.7141  -0.576
N: -1.6643 -3.5298 5.7070  0.163
C: -1.5825 -2.0774 5.5977  0.396
C: -0.1750 -1.7035 6.1617  -0.383
O: 0.0914 -0.3253 6.2595  -0.449
C: 0.3231 0.1064 7.6111  -0.934
H: -3.6492 -7.8794 6.0055  0.309
H: -1.9403 -8.0830 6.6731  0.304
H: -2.2543 -8.0483 4.8728  0.232
H: -1.5225 -5.8389 7.6019  0.344
H: -3.2816 -5.9288 7.5830  0.401
H: -2.2342 -3.4178 7.6431  0.430
H: -3.5601 -3.8517 6.5173  0.265
H: -1.9018 -3.8917 4.8313  0.017
H: -2.3454 -1.6415 6.3014  0.105
H: -1.8764 -1.6630 4.6205  -0.633
H: 0.5578 -2.1639 5.5528  0.112
H: -0.0818 -2.2066 7.1807  0.435
H: -0.6425 -0.0081 8.1653  0.290
H: 0.5094 1.1453 7.5559  0.301
H: 1.1746 -0.4474 8.0295  0.373
C: -0.9031 -0.8092 -4.6902  -0.902
O: -0.1735 -1.7802 -4.0293  -0.193
C: 1.0379 -2.1431 -4.7187  -0.831
C: 1.8362 -3.1729 -3.9422  0.461
N: 3.1737 -3.3916 -4.5814  -0.363
C: 3.8501 -4.5067 -3.9820  0.111
C: 5.2047 -4.8621 -4.5538  -0.916
O: 6.1786 -3.8122 -4.4215  -0.176
C: 7.5038 -4.2742 -4.5527  -0.866
H: -0.8671 -0.8854 -5.7875  0.533
H: -0.6133 0.1562 -4.3184  0.287
H: -1.9694 -0.8996 -4.5146  0.197
H: 1.5938 -1.2264 -4.8993  0.293
H: 0.6975 -2.4604 -5.7134  0.423
H: 1.3247 -4.1460 -3.8496  0.303
H: 2.1021 -2.8483 -2.9197  -0.474
H: 3.7362 -2.5509 -4.6346  0.339
H: 3.2735 -5.4544 -4.1998  0.290
H: 3.9640 -4.4865 -2.8802  -0.106
H: 5.0989 -5.1858 -5.6085  0.348
H: 5.6012 -5.7386 -3.9496  0.338
H: 8.1315 -3.4222 -4.2438  0.260
H: 7.6919 -4.6717 -5.5678  0.280
H: 7.7079 -5.0346 -3.8117  0.383
C: -4.2694 4.0728 -0.2938  -0.766
O: -4.4296 3.7272 -1.6234  -0.360
C: -4.6337 2.2921 -1.8000  0.591
C: -4.5007 2.0442 -3.2450  -1.198
N: -3.1943 2.5317 -3.7099  0.948
C: -3.1129 2.7962 -5.1111  -0.939
C: -4.0795 3.8315 -5.6420  -0.791
O: -3.8015 5.1812 -5.1129  -0.141
C: -4.8311 6.0562 -5.4911  -0.821
H: -5.2052 4.0726 0.2601  0.314
H: -4.0075 5.1165 -0.2619  0.409
H: -3.4567 3.5299 0.2028  0.134
H: -5.6262 2.0223 -1.4031  0.489
H: -3.8795 1.7114 -1.2851  -0.623
H: -5.3489 2.4451 -3.8233  0.419
H: -4.5576 0.9700 -3.4482  0.321
H: -2.9890 3.4265 -3.3256  -0.433
H: -3.1844 1.8995 -5.7019  0.477
H: -2.1155 3.2138 -5.2701  0.267
H: -5.1040 3.5626 -5.3997  0.447
H: -3.9799 3.8801 -6.7510  0.485
H: -4.6703 6.9865 -4.9581  0.247
H: -5.8473 5.6934 -5.1268  0.280
H: -4.8927 6.2012 -6.5906  0.302
C: 2.8858 -6.9098 -0.7438  -0.547
O: 4.0393 -6.1061 -0.9891  -0.265
C: 4.7598 -5.6572 0.1464  -0.548
C: 4.0283 -4.7575 1.1295  -0.786
N: 3.3912 -3.5742 0.6106  0.560
C: 3.8463 -2.2954 0.9386  0.295
C: 5.1461 -1.9355 0.1199  -0.957
O: 4.7656 -1.9665 -1.2586  -0.095
C: 5.9015 -1.7094 -2.0864  -0.822
H: 2.9147 -7.4407 0.1886  0.384
H: 2.7456 -7.6179 -1.5297  0.345
H: 1.9940 -6.2965 -0.7832  -0.026
H: 5.5790 -5.1572 -0.3949  0.165
H: 5.1204 -6.5084 0.7486  0.429
H: 4.7524 -4.5676 1.9536  0.313
H: 3.2882 -5.3979 1.6874  0.264
H: 3.3661 -3.5587 -0.4005  -0.109
H: 3.8562 -2.1615 1.9942  0.796
H: 3.1016 -1.6076 0.6258  -0.889
H: 5.8700 -2.7099 0.3348  0.426
H: 5.5069 -0.8928 0.3784  0.431
H: 6.6826 -2.5179 -1.9469  0.262
H: 6.2699 -0.7073 -1.8972  0.352
H: 5.5765 -1.7556 -3.1260  0.148
C: -4.2971 2.4662 4.5552  -0.902
O: -4.3020 1.6873 3.4036  -0.081
C: -5.2277 0.5695 3.4652  -0.477
C: -5.1591 -0.1026 2.0869  -0.723
N: -4.0203 -0.9357 1.8072  0.720
C: -4.1002 -2.2392 2.4571  -0.936
C: -2.9793 -3.0737 1.9556  0.159
O: -2.8813 -4.1918 2.8517  -0.439
C: -1.8525 -5.0587 2.3889  -0.239
H: -3.9370 1.8474 5.3705  0.334
H: -5.3143 2.8948 4.8022  0.276
H: -3.6163 3.3034 4.3723  0.229
H: -6.2412 0.8397 3.8359  0.526
H: -4.8305 -0.1159 4.2313  0.237
H: -5.2273 0.6879 1.3097  -0.157
H: -6.0933 -0.6798 1.9666  0.578
H: -3.1018 -0.5128 2.0173  -0.420
H: -5.0418 -2.6678 2.1125  0.477
H: -4.0479 -2.2218 3.5615  0.195
H: -1.9768 -2.5915 1.9463  -0.151
H: -3.0701 -3.4526 0.9069  0.328
H: -0.9038 -4.5768 2.1942  -0.059
H: -2.2454 -5.6288 1.5315  0.394
H: -1.7436 -5.6876 3.2689  0.124
C: -0.0290 2.8068 -2.7150  0.256
O: -0.3374 4.0719 -3.3633  -0.526
C: -0.9105 4.8794 -2.4016  0.916
C: -0.4064 6.2840 -2.6483  -1.531
N: 1.0396 6.3697 -2.3151  0.179
C: 1.6675 7.6502 -2.5363  -1.108
C: 1.5735 8.2474 -4.0088  -0.603
O: 2.0863 7.1967 -4.9038  -0.332
C: 1.6917 7.3167 -6.2429  -0.713
H: 0.6321 2.2706 -3.3757  0.289
H: -1.0130 2.3310 -2.5377  0.108
H: 0.5635 3.0417 -1.7833  -0.319
H: -0.6193 4.6072 -1.3738  -0.412
H: -1.9990 4.9231 -2.4754  0.130
H: -0.8539 6.9669 -1.9434  0.405
H: -0.6556 6.6117 -3.6530  0.376
H: 1.5411 5.6644 -2.8197  0.262
H: 2.6992 7.4761 -2.2541  0.437
H: 1.2691 8.4396 -1.9141  0.425
H: 2.1820 9.1739 -3.9539  0.399
H: 0.5975 8.5437 -4.3673  0.412
H: 0.6216 7.0096 -6.3119  0.222
H: 2.2669 6.6735 -6.8617  0.273
H: 1.7756 8.2874 -6.7228  0.332
C: 0.0395 -4.2470 -0.2435  -0.371
O: 0.5761 -3.1491 0.3989  0.037
H: 0.5743 -4.4395 -1.1876  -0.177
H: 0.0210 -5.2326 0.3479  0.288
H: -0.9876 -4.0987 -0.5368  0.226
H: 1.4315 -3.3071 0.8135  -0.051
C: 2.6189 -0.2447 4.0293  -0.099
O: 1.6335 0.7176 4.2521  -0.370
H: 3.4733 -0.0927 4.7527  0.392
H: 2.1947 -1.2938 3.9934  0.143
H: 3.0444 -0.1028 3.0207  -0.263
H: 1.0719 0.4192 4.9809  0.371
C: -2.6554 -0.6282 -1.5625  -0.319
O: -3.9918 -0.8325 -1.0663  -0.683
H: -2.7268 -0.0424 -2.4536  -0.482
H: -2.0434 -0.1117 -0.8308  0.568
H: -2.2341 -1.6242 -1.7989  0.307
H: -3.8703 -1.0878 -0.1451  0.300

[5]
A 4-piece molecular cluster, C23H56B3NO12 overall. Source: OMol25; level of theory: the ωB97M-V functional and the def2-TZVPD basis.

SMILES string: CC(C)CCB1OBOB(N)O1.COCCOCCOC.COCCOCCOC.COCCOCCOC

Last column: Mulliken charge in e.
Cartesian coordinates (Å):
C: 5.7718 0.5102 0.8868  -0.935
C: 5.5587 1.4866 -0.4342  0.340
C: 6.9117 2.2848 -0.9002  -1.173
C: 4.2361 2.4667 -0.2138  -0.372
C: 2.9217 1.5037 -0.3864  -0.278
B: 1.4924 2.2857 -0.5745  0.314
O: 0.9527 3.3780 0.2539  -0.614
B: -0.5006 3.2604 0.4759  0.575
O: -1.4488 2.5038 -0.4108  -0.458
B: -0.6177 1.3565 -0.9252  0.666
N: -0.9187 -0.1080 -0.6614  -0.421
O: 0.6037 1.7975 -1.6891  -0.270
H: 6.8141 -0.0538 0.8675  0.357
H: 5.7010 1.1519 1.8890  0.156
H: 4.8889 -0.2864 0.8958  0.240
H: 5.2642 0.7525 -1.3256  0.208
H: 7.5716 2.6299 0.0299  0.267
H: 7.5818 1.4950 -1.4935  0.302
H: 6.6951 3.1915 -1.6430  0.295
H: 4.2487 2.8114 0.9273  0.106
H: 4.2189 3.3985 -0.9234  0.324
H: 2.8718 0.8224 0.5801  -0.023
H: 3.0865 0.8331 -1.3389  0.177
H: -1.0140 3.8012 1.4147  -0.123
H: -0.0888 -0.4540 -0.0991  0.163
H: -0.9771 -0.6700 -1.5572  0.190
C: -7.3633 2.6470 -6.8053  -0.779
O: -6.2499 2.2105 -6.0427  -0.244
C: -5.0346 2.2443 -6.7932  -0.607
C: -3.8276 2.2313 -5.8518  -0.317
O: -3.5352 3.5233 -5.3031  -0.474
C: -4.4314 3.9802 -4.2810  -0.507
C: -4.2183 3.2691 -2.9430  -0.239
O: -4.8600 1.9924 -2.9491  -0.343
C: -4.3346 1.1233 -1.9602  -0.506
H: -7.5065 2.0055 -7.6789  0.318
H: -8.2544 2.5919 -6.1738  0.231
H: -7.2256 3.6873 -7.1149  0.324
H: -4.9996 3.1407 -7.4225  0.346
H: -5.0139 1.3525 -7.4290  0.429
H: -2.9436 1.9597 -6.4393  0.394
H: -3.9280 1.4810 -5.0651  0.140
H: -5.4698 3.9290 -4.6139  0.183
H: -4.1944 5.0406 -4.1417  0.421
H: -4.6677 3.8596 -2.1370  0.447
H: -3.1445 3.1536 -2.7564  0.099
H: -3.2751 0.9273 -2.1512  0.066
H: -4.8753 0.1749 -2.0147  0.325
H: -4.4694 1.5536 -0.9613  0.305
C: -0.0689 1.2659 3.6789  -0.608
O: 1.0445 0.8293 4.4415  -0.355
C: 2.2598 0.8632 3.6910  -0.324
C: 3.4668 0.8502 4.6324  -0.561
O: 3.7592 2.1422 5.1811  -0.481
C: 2.8630 2.5991 6.2032  -0.370
C: 3.0761 1.8879 7.5412  -0.587
O: 2.4344 0.6113 7.5351  -0.243
C: 2.9598 -0.2578 8.5239  -0.776
H: -0.2121 0.6244 2.8053  0.181
H: -0.9600 1.2108 4.3104  0.348
H: 0.0688 2.3062 3.3692  0.255
H: 2.2948 1.7596 3.0617  0.227
H: 2.2805 -0.0286 3.0552  0.459
H: 4.3508 0.5786 4.0449  0.419
H: 3.3664 0.0999 5.4191  0.199
H: 1.8246 2.5479 5.8703  0.149
H: 3.1000 3.6595 6.3425  0.394
H: 2.6267 2.4785 8.3472  0.441
H: 4.1499 1.7725 7.7277  0.350
H: 4.0193 -0.4539 8.3330  0.325
H: 2.4190 -1.2062 8.4695  0.230
H: 2.8250 0.1725 9.5229  0.318
C: -2.1398 -4.9368 2.1685  -0.760
O: -1.9973 -5.0848 0.7651  -0.279
C: -1.8554 -3.8277 0.1011  -0.457
C: -1.2466 -4.0263 -1.2893  -0.460
O: 0.1786 -4.1800 -1.2566  -0.437
C: 0.6550 -5.4448 -0.7772  -0.405
C: 0.4708 -6.5731 -1.7942  -0.597
O: -0.8734 -7.0567 -1.7644  -0.259
C: -1.2204 -7.7501 -2.9511  -0.769
H: -3.0288 -4.3459 2.4046  0.324
H: -2.2469 -5.9320 2.6092  0.243
H: -1.2468 -4.4678 2.5923  0.310
H: -1.2188 -3.1559 0.6879  0.294
H: -2.8550 -3.3900 0.0051  0.428
H: -1.4260 -3.1148 -1.8702  0.373
H: -1.7205 -4.8464 -1.8322  0.194
H: 0.2187 -5.6896 0.1931  0.196
H: 1.7298 -5.3067 -0.6164  0.386
H: 1.1280 -7.4111 -1.5369  0.434
H: 0.7208 -6.2071 -2.7966  0.349
H: -1.1621 -7.0793 -3.8137  0.325
H: -2.2518 -8.0990 -2.8554  0.231
H: -0.5633 -8.6154 -3.0952  0.319

no.,electronic energy (a.u.),strongest force on any atom (Eh/bohr)
1,-820.27231,0.090
2,-751.11827,0.061
3,-3004.57444,0.032
4,-3581.81498,0.059
5,-1942.09503,0.099